Molecular formula: C12H16N4O9P2RhSSe3Te
Method: DFT, ωB97M-V/def2-TZVPD

Output
Kohn-Sham gap (spin up / spin down)	6.5 / 5.3	eV
HOMO (spin up / spin down)	-4.97 / -5.05	eV
relative energy (zero: lowest compared OMol25 entry of this formula, charge and spin)	0.379	eV
LUMO (spin up / spin down)	1.50 / 0.26	eV
2S+1	5
net charge	-1

XYZ file:
```
49
Properties=species:S:1:pos:R:3:forces:R:3:lowdin_charge:R:1
Rh -1.64330 0.02583 -1.85932 -0.86 -0.45 0.45 0.74
N -1.10207 -1.37486 7.02525 -0.29 -0.73 -0.98 0.08
C -0.77878 -1.43278 5.64129 -0.64 0.08 0.57 -0.31
C -1.86149 -1.67611 4.78547 0.43 -0.06 -0.45 -0.05
C -1.73368 -1.76533 3.40902 1.16 -0.89 -0.04 -0.04
C -0.41718 -1.65668 2.87844 -0.90 1.56 1.41 -0.27
C 0.64162 -1.36604 3.76059 0.46 0.20 -1.05 -0.08
C 0.52259 -1.30537 5.13863 -0.34 -0.13 0.55 -0.04
S -0.13859 -1.50315 1.14186 -0.77 -2.39 0.33 0.59
O 1.24427 -1.10475 1.09315 1.35 0.76 -0.30 -0.33
O -0.42036 -2.81872 0.63181 -0.37 0.21 -0.20 -0.30
N -1.11681 -0.45386 0.46216 0.03 0.13 0.58 -0.15
C -0.84358 0.85018 0.70763 -0.47 0.43 -0.12 -0.48
N -1.19823 1.63784 -0.33723 0.44 0.04 0.25 0.03
C -0.99820 2.95521 -0.26788 -0.85 0.01 -0.27 -0.11
C -0.50262 3.51937 0.89158 0.29 -1.27 0.91 -0.05
C -0.13958 2.60838 1.89988 0.50 0.47 0.00 -0.13
N -0.30862 1.30431 1.85625 -0.03 -0.12 -0.55 0.14
H -1.91899 -0.85968 7.29496 -0.55 -0.01 -0.51 0.08
H -0.37642 -0.99135 7.53783 1.83 0.63 1.21 0.04
H -2.80867 -1.86571 5.24815 -0.48 0.06 0.14 0.10
H -2.59974 -2.08262 2.80844 0.56 0.52 0.08 0.13
H 1.60669 -1.07471 3.32684 -0.46 -0.47 0.06 0.11
H 1.43190 -1.15687 5.78327 -1.19 -0.01 -0.66 0.12
H -1.33244 3.50092 -1.15996 0.41 -0.05 0.48 0.12
H -0.36219 4.53521 1.16867 0.02 0.83 -0.65 0.08
H 0.41621 2.96675 2.77938 -0.52 0.02 -0.20 0.11
C 3.21717 0.62880 -3.53055 -1.12 1.34 0.02 -0.08
C 1.71423 0.16433 -3.56293 1.25 1.24 0.56 -0.55
O 1.54524 -0.62681 -4.74746 -0.95 -0.08 -0.08 -0.11
P 1.62778 -0.99759 -2.13823 -1.00 1.20 -0.80 0.43
O 2.61749 -0.59552 -1.00587 0.35 0.31 -1.22 -0.08
O 2.33070 -2.18067 -2.84417 0.89 -1.75 0.09 -0.08
O 0.22900 -1.30548 -1.75524 -0.10 0.23 -0.05 -0.39
P 0.57901 1.66836 -3.57446 1.79 1.42 1.13 0.31
O 0.76217 2.07389 -5.13815 1.14 2.00 -0.10 -0.17
O 1.07422 2.75417 -2.63967 -0.27 -1.38 -1.25 -0.34
O -0.84141 1.23068 -3.43186 -0.66 -0.59 -0.54 -0.47
H 3.85842 -0.19108 -3.27152 0.40 -0.39 -0.01 0.06
H 3.31184 1.43332 -2.76077 -0.01 -0.66 -0.62 0.09
H 3.49649 1.03596 -4.51326 -0.11 -0.16 0.26 0.08
H 0.59810 -0.61425 -5.00441 0.53 -0.05 0.20 0.05
H 2.15864 -0.80457 -0.17979 -0.52 -0.08 1.66 0.01
H 1.83955 -2.27811 -3.66598 0.11 -0.33 -0.74 0.07
H 1.33955 2.90565 -5.20059 -1.26 -1.82 0.25 0.11
Se -4.18407 -0.08737 -1.56017 -0.23 -0.20 -0.77 -0.12
Se -5.47761 -0.75337 -3.57448 2.27 0.37 0.07 -0.22
Te -3.30926 -0.62049 -5.22138 -0.65 -0.67 1.21 0.34
Se -1.74900 -2.25525 -4.32523 -0.62 0.68 -0.31 -0.09
```
Positions in Å, forces in eV/Å.

=====

Molecular formula: C12H16N5NaO7
Method: DFT, ωB97M-V/def2-TZVPD

Output
Kohn-Sham gap	8.0	eV
HOMO	-8.55	eV
relative energy (zero: lowest compared OMol25 entry of this formula, charge and spin)	0.147	eV
LUMO	-0.58	eV
2S+1	1
net charge	0

XYZ file:
```
41
Properties=species:S:1:pos:R:3:forces:R:3:lowdin_charge:R:1
Na 0.22014 -1.49810 0.26119 -0.46 -0.26 0.40 0.46
C -2.75797 1.78677 4.27467 -0.08 0.03 0.01 -0.07
C -1.27289 1.73996 3.95925 0.20 0.08 0.03 -0.22
N -0.93126 0.66187 3.04169 0.11 -0.03 0.00 -0.10
C -1.08348 0.94634 1.62353 -0.35 -0.02 -0.01 -0.20
C 0.20435 1.43313 0.98803 0.23 0.09 -0.08 -0.06
C -0.46270 -0.54448 3.43585 -0.17 0.00 0.00 -0.42
C -0.30200 -0.77420 4.91676 0.02 -0.01 -0.02 0.00
N -0.17795 -1.44870 2.55572 0.13 -0.08 0.03 0.09
H -2.99419 2.62541 4.92794 0.03 0.04 0.04 0.08
H -3.08100 0.86928 4.76551 0.00 -0.04 0.03 0.07
H -3.34893 1.89993 3.36643 0.00 0.00 -0.05 0.07
H -0.68077 1.64572 4.86884 -0.08 -0.01 -0.01 0.11
H -0.94291 2.67574 3.49771 -0.09 -0.03 0.01 0.12
H -1.86072 1.70727 1.52146 0.06 0.00 0.01 0.12
H -1.48864 0.06006 1.12955 0.06 0.04 0.02 0.11
H 0.51246 2.38480 1.42045 -0.04 0.06 0.01 0.08
H 0.08910 1.58437 -0.08523 -0.03 -0.02 -0.05 0.09
H 1.03577 0.74889 1.16455 0.00 -0.11 -0.01 0.07
H -1.18861 -0.47857 5.47374 -0.04 -0.02 0.01 0.08
H 0.53812 -0.19457 5.30048 0.03 0.00 0.00 0.09
H -0.10632 -1.82660 5.10608 0.00 0.01 -0.01 0.08
H 0.12497 -2.29193 3.03008 0.00 0.02 -0.01 0.06
O 3.82675 0.27135 -5.98304 0.10 -0.07 -0.01 0.07
N 2.66934 -0.05002 -6.17022 -0.25 0.20 0.11 -0.36
O 2.11500 -0.04452 -7.25405 0.09 -0.07 -0.03 0.07
C 1.86797 -0.43005 -5.01199 0.42 0.08 0.03 -0.14
C 2.44434 -0.41429 -3.75304 -0.47 -0.09 -0.50 0.08
C 1.67081 -0.81246 -2.68218 0.37 0.18 0.42 -0.06
C 0.28199 -1.16265 -2.74295 0.07 0.08 -0.55 -0.31
O -0.47368 -1.43062 -1.78066 0.14 0.03 0.22 -0.04
C -0.19679 -1.11705 -4.09738 0.00 0.03 -0.16 -0.07
C 0.53308 -0.78166 -5.20194 -0.14 -0.16 0.50 0.08
N -1.61943 -1.44713 -4.27106 0.13 -0.02 0.14 -0.37
O -1.88381 -2.57263 -4.63479 -0.09 -0.03 -0.06 0.11
O -2.41965 -0.57257 -4.02237 -0.08 0.01 -0.03 0.11
N 2.34484 -0.75836 -1.37959 -0.09 0.19 -0.82 -0.33
O 3.02211 0.21026 -1.13016 0.18 0.04 0.12 0.11
O 2.20613 -1.70652 -0.61447 0.04 -0.17 0.26 0.03
H 3.47246 -0.11241 -3.62656 0.02 0.00 0.02 0.14
H 0.09396 -0.78105 -6.18782 0.02 0.01 -0.05 0.14
```
Positions in Å, forces in eV/Å.

=====

Molecular formula: C12H16N6O3
Method: DFT, ωB97M-V/def2-TZVPD

Output
Kohn-Sham gap	9.0	eV
HOMO	-8.44	eV
SMILES	N[C@@H](Cc1c[nH]cn1)C(=O)N[C@@H](Cc1c[nH]cn1)C(=O)O
relative energy (zero: lowest compared OMol25 entry of this formula, charge and spin)	6.978	eV
LUMO	0.55	eV
2S+1	1
net charge	0

XYZ file:
```
37
Properties=species:S:1:pos:R:3:forces:R:3:lowdin_charge:R:1
N -0.48263 0.22871 -1.47684 -0.83 0.03 -2.43 0.04
C 0.70103 -0.49728 -1.08271 2.03 -0.50 -0.51 -0.32
C 1.89567 -0.72761 -2.09645 -1.06 1.15 -1.09 -0.13
C 1.58910 -1.85987 -3.03714 2.80 -2.49 -6.03 -0.21
C 2.75295 -2.58730 -3.77951 -4.74 -0.66 0.52 -0.01
N 1.98102 -3.46903 -4.70425 4.94 1.40 -3.51 -0.07
C 0.71656 -3.00410 -4.88225 -0.56 2.19 4.59 -0.23
N 0.36598 -2.10323 -3.85363 3.51 -1.46 -0.32 0.05
C 1.22442 0.13882 0.13702 0.23 -0.91 4.78 -0.41
O 2.24681 -0.31870 0.67832 -0.64 1.19 -1.02 0.03
N 0.34739 0.92178 0.92771 0.03 -2.02 -3.69 0.05
C 0.59830 1.05507 2.34332 -2.05 -2.48 -0.36 -0.24
C -0.21293 2.25867 2.59043 1.38 5.19 -0.05 -0.16
C -1.70337 2.16856 2.55415 -2.80 -1.12 -0.53 -0.26
C -2.67383 2.30217 1.44424 2.83 2.10 1.60 -0.08
N -3.89596 2.03354 2.00639 -0.94 -1.48 -0.57 0.00
C -3.68117 1.52739 3.28766 4.58 2.37 -2.14 -0.13
N -2.35646 1.65023 3.68028 -3.01 0.06 -2.66 0.11
C 0.11798 -0.21716 3.23745 0.86 2.87 0.81 -0.42
O -0.21424 -1.31099 2.92079 -0.04 -0.06 -0.22 0.13
O 0.22444 0.20611 4.59145 -0.34 -4.87 -0.73 0.00
H -0.31974 1.00323 -2.17774 0.51 -0.95 1.27 0.12
H -1.00192 -0.40432 -2.07677 -0.46 -0.17 0.15 0.07
H 0.55999 -1.56973 -0.70310 -0.84 1.53 -0.53 0.19
H 2.85496 -0.93399 -1.61627 -0.50 -0.16 0.45 0.11
H 2.13465 0.20966 -2.72012 -0.74 -1.05 0.81 0.14
H 3.90081 -2.72680 -3.84014 -2.35 0.42 0.78 0.11
H 2.68155 -3.80311 -5.67065 -3.24 1.06 3.89 0.25
H -0.06338 -3.40849 -5.52133 0.52 -0.02 -0.02 0.10
H -0.63184 1.14600 0.45017 2.82 -0.86 1.71 0.16
H 1.63398 1.15824 2.61395 0.42 0.25 -0.35 0.15
H 0.09762 2.87323 1.63256 -0.72 -0.54 2.07 0.15
H 0.26833 2.89233 3.44242 -1.58 -1.18 -0.99 0.15
H -2.54705 2.96530 0.51665 -0.32 -1.46 1.45 0.13
H -4.78384 1.92302 1.39284 2.17 0.24 1.89 0.19
H -4.43242 1.05768 3.77050 -2.14 -1.18 1.83 0.07
H 0.10720 -0.77801 5.02061 0.27 3.59 -0.87 0.19
```
Positions in Å, forces in eV/Å.

=====

Molecular formula: C12H16O3
Method: DFT, ωB97M-V/def2-TZVPD

Output
Kohn-Sham gap	9.7	eV
HOMO	-9.41	eV
SMILES	CC1=C(C)[C@@]2(O)CC[C@H](C=O)[C@@]2(C)C1=O
relative energy (zero: lowest compared OMol25 entry of this formula, charge and spin)	1.692	eV
LUMO	0.28	eV
2S+1	1
net charge	0

XYZ file:
```
31
Properties=species:S:1:pos:R:3:forces:R:3:lowdin_charge:R:1
C 2.91097 -1.33181 0.33515 0.57 -1.22 0.42 -0.02
C 1.62790 -0.68533 0.22491 -1.64 0.34 -1.87 -0.16
C 1.07772 -0.18803 -0.92970 0.79 0.20 1.83 -0.12
C 1.66113 -0.02333 -2.32791 -1.76 3.37 0.93 -0.01
C -0.28878 0.45716 -0.65999 1.02 -0.75 1.14 -0.40
O -0.31504 1.78899 -1.15439 0.17 -0.37 -0.61 0.00
C -1.38783 -0.51958 -1.17440 -0.32 0.19 -2.22 -0.09
C -1.85879 -1.27683 0.08058 -3.32 -0.20 -1.68 -0.13
C -1.80614 -0.28448 1.20116 2.82 -0.03 0.68 -0.21
C -2.83035 0.74037 1.03398 1.36 0.50 -0.75 -0.27
O -3.93343 0.74838 1.43658 -2.48 -0.15 1.05 0.12
C -0.39586 0.43976 0.94324 -0.56 -1.48 -0.83 -0.28
C -0.14731 1.76108 1.62430 -1.75 1.06 -0.50 -0.01
C 0.76239 -0.46850 1.38072 0.05 0.32 0.05 -0.32
O 1.03421 -0.83281 2.50884 -0.57 0.13 -0.42 0.12
H 3.47520 -1.02383 1.19021 0.23 0.22 0.63 0.09
H 3.40606 -1.04628 -0.52596 1.68 0.61 -1.73 0.05
H 2.94926 -2.42254 0.29023 -0.53 -0.06 0.33 0.11
H 2.51198 0.78465 -2.35670 -1.89 -1.03 0.07 0.14
H 0.69904 0.26256 -2.91875 2.17 -0.26 0.24 0.12
H 2.11713 -0.83422 -2.75805 0.80 -2.34 -0.84 0.04
H 0.46377 1.88694 -1.73373 -0.63 0.20 0.33 0.09
H -0.97403 -1.27348 -1.93568 -0.36 1.07 1.03 0.14
H -2.14630 0.06172 -1.80632 0.63 -0.69 1.34 0.15
H -2.98847 -1.69504 -0.00545 2.75 0.65 0.01 0.18
H -1.15378 -2.07307 0.19361 0.16 -0.72 0.56 0.11
H -1.79120 -0.82033 2.13870 -0.32 0.18 0.55 0.16
H -2.42830 1.54576 0.42680 -0.29 0.83 -0.58 0.12
H -0.78850 2.55804 1.11776 0.35 -0.96 1.35 0.11
H 0.81844 2.18357 1.45657 1.07 -0.25 -0.10 0.08
H -0.28107 1.58051 2.70370 -0.21 0.63 -0.39 0.11
```
Positions in Å, forces in eV/Å.

=====

- Which value of relative energy (zero: lowest compared OMol25 entry of this formula, charge and spin) does entry 2 give?
  0.147 eV